{
  "formula": "C45H74BBrFO24P2",
  "method": "ωB97M-V/def2-TZVPD",
  "species": ["C", "B", "O", "C", "O", "P", "C", "C", "F", "O", "C", "P", "O", "Br", "H", "H", "H", "H", "H", "H", "H", "H", "H", "H", "H", "H", "H", "H", "O", "C", "O", "C", "C", "C", "H", "H", "H", "H", "H", "H", "O", "C", "O", "C", "C", "C", "H", "H", "H", "H", "H", "H", "O", "C", "O", "C", "C", "C", "H", "H", "H", "H", "H", "H", "O", "C", "O", "C", "C", "C", "H", "H", "H", "H", "H", "H", "O", "C", "O", "C", "C", "C", "H", "H", "H", "H", "H", "H", "O", "C", "O", "C", "C", "C", "H", "H", "H", "H", "H", "H", "O", "C", "O", "C", "C", "C", "H", "H", "H", "H", "H", "H", "O", "C", "O", "C", "C", "C", "H", "H", "H", "H", "H", "H", "O", "C", "O", "C", "C", "C", "H", "H", "H", "H", "H", "H", "O", "C", "O", "C", "C", "C", "H", "H", "H", "H", "H", "H"],
  "xyz": [[-6.423, 3.240, 1.456], [-4.981, 2.613, 1.061], [-4.851, 1.330, 0.461], [-3.641, 3.439, 1.392], [-3.092, 2.963, 2.633], [-1.431, 3.551, 2.612], [-1.521, 4.231, 4.419], [-0.812, 5.629, 4.530], [-0.834, 3.307, 5.274], [-1.295, 3.242, 0.870], [-2.518, 3.636, 0.279], [-2.825, 2.972, -1.446], [-4.297, 3.612, -1.985], [-1.254, 4.077, -2.715], [-6.525, 3.218, 2.572], [-7.264, 2.611, 1.067], [-6.567, 4.266, 1.054], [-5.545, 0.806, 0.885], [-3.973, 4.480, 1.637], [-1.778, 4.925, 2.258], [-0.046, 4.018, 2.506], [-0.870, 2.277, 3.011], [-2.592, 4.322, 4.734], [-0.915, 6.061, 5.556], [-1.263, 6.343, 3.802], [0.283, 5.515, 4.343], [-2.483, 4.758, 0.168], [-4.207, 4.578, -1.892], [-8.264, -2.467, -0.038], [-7.375, -2.015, -0.705], [-7.020, -0.705, -0.689], [-5.999, -0.472, -1.677], [-5.362, -1.824, -1.915], [-6.526, -2.776, -1.695], [-6.470, -0.068, -2.578], [-5.283, 0.252, -1.299], [-4.900, -1.913, -2.896], [-4.592, -2.006, -1.162], [-7.102, -2.934, -2.609], [-6.201, -3.728, -1.280], [4.940, 5.012, -0.690], [4.214, 4.547, -1.522], [3.013, 5.078, -1.853], [2.350, 4.224, -2.801], [3.457, 3.416, -3.447], [4.463, 3.288, -2.316], [1.636, 3.595, -2.266], [1.809, 4.832, -3.525], [3.115, 2.461, -3.845], [3.901, 3.984, -4.269], [4.257, 2.424, -1.681], [5.486, 3.256, -2.684], [-5.151, -6.150, -2.154], [-4.266, -5.686, -2.819], [-3.930, -4.373, -2.805], [-2.909, -4.129, -3.791], [-2.253, -5.471, -4.026], [-3.404, -6.435, -3.807], [-3.386, -3.732, -4.693], [-2.205, -3.390, -3.411], [-1.783, -5.559, -5.016], [-1.484, -5.642, -3.272], [-3.977, -6.601, -4.723], [-3.067, -7.382, -3.388], [0.046, -6.784, -3.385], [1.093, -6.775, -2.793], [2.267, -6.420, -3.360], [3.340, -6.615, -2.418], [2.676, -6.594, -1.058], [1.307, -7.183, -1.358], [3.823, -7.571, -2.631], [4.073, -5.820, -2.530], [3.235, -7.139, -0.301], [2.562, -5.562, -0.715], [1.307, -8.273, -1.296], [0.536, -6.764, -0.715], [5.657, -6.559, -0.805], [6.001, -5.672, -0.071], [6.977, -4.786, -0.376], [7.216, -3.925, 0.755], [5.949, -3.987, 1.575], [5.463, -5.401, 1.314], [8.082, -4.300, 1.300], [7.429, -2.915, 0.406], [6.109, -3.763, 2.626], [5.220, -3.271, 1.185], [5.901, -6.119, 2.011], [4.377, -5.467, 1.331], [8.205, -3.933, 3.590], [8.104, -3.682, 4.762], [7.502, -2.569, 5.234], [7.647, -2.512, 6.665], [7.900, -3.941, 7.095], [8.649, -4.506, 5.900], [8.483, -1.853, 6.902], [6.739, -2.105, 7.109], [8.445, -4.018, 8.035], [6.949, -4.467, 7.215], [9.725, -4.334, 5.976], [8.441, -5.563, 5.752], [10.292, -0.793, 6.080], [10.200, -0.193, 5.045], [9.779, 1.090, 4.962], [9.676, 1.476, 3.581], [10.587, 0.524, 2.834], [10.481, -0.742, 3.669], [8.632, 1.383, 3.271], [9.984, 2.514, 3.470], [10.306, 0.389, 1.790], [11.614, 0.896, 2.861], [9.640, -1.367, 3.359], [11.406, -1.314, 3.659], [-4.629, 6.866, -0.449], [-5.705, 7.026, -0.950], [-6.200, 6.218, -1.919], [-7.454, 6.737, -2.386], [-7.962, 7.616, -1.259], [-6.671, 8.141, -0.653], [-7.276, 7.300, -3.307], [-8.132, 5.912, -2.603], [-8.643, 8.398, -1.595], [-8.490, 7.005, -0.523], [-6.327, 9.050, -1.150], [-6.762, 8.303, 0.416], [-7.763, 10.040, 2.376], [-6.603, 10.232, 2.609], [-5.600, 9.801, 1.807], [-4.332, 10.093, 2.419], [-4.612, 11.221, 3.390], [-6.039, 10.927, 3.823], [-3.972, 9.191, 2.920], [-3.615, 10.379, 1.651], [-3.901, 11.266, 4.214], [-4.579, 12.180, 2.865], [-6.075, 10.241, 4.671], [-6.593, 11.837, 4.043], [-1.738, -6.227, -6.702], [-1.672, -7.387, -6.992], [-1.738, -7.846, -8.268], [-1.740, -9.282, -8.263], [-1.119, -9.676, -6.938], [-1.554, -8.539, -6.028], [-2.773, -9.629, -8.357], [-1.166, -9.649, -9.112], [-1.430, -10.662, -6.593], [-0.029, -9.679, -7.026], [-2.531, -8.727, -5.579], [-0.815, -8.327, -5.257]],
  "mulliken_charge": [-0.845, 0.453, -0.493, 0.173, -0.560, 0.360, 0.262, -1.106, -0.367, -0.310, 0.214, 0.139, -0.290, -0.350, 0.316, 0.238, 0.121, 0.235, -0.184, -0.260, -0.052, -0.146, 0.175, 0.352, 0.250, 0.295, 0.113, 0.215, -0.627, 0.414, -0.342, 0.062, -0.240, -0.217, 0.227, -0.020, 0.241, 0.177, 0.249, 0.170, -0.596, 0.471, -0.360, -0.125, -0.565, -0.348, 0.065, 0.313, 0.320, 0.268, 0.249, 0.282, -0.610, 0.280, -0.222, -0.688, 0.208, -0.203, 0.298, 0.372, 0.437, -0.123, 0.179, 0.221, -0.617, 0.453, -0.327, -0.475, -0.227, -0.550, 0.234, 0.322, 0.324, 0.169, 0.287, 0.320, -0.601, 0.487, -0.361, -0.258, -0.416, -0.312, 0.224, 0.278, 0.138, 0.276, 0.287, 0.247, -0.536, 0.551, -0.360, -0.281, -0.583, -0.418, 0.153, 0.355, 0.321, 0.277, 0.268, 0.313, -0.637, 0.540, -0.359, -0.437, -0.537, -0.071, 0.270, 0.320, 0.339, 0.264, -0.052, 0.320, -0.550, 0.440, -0.377, -0.459, -0.646, 0.153, 0.253, 0.343, 0.353, 0.293, 0.264, -0.070, -0.582, 0.485, -0.258, -0.484, -0.470, -0.442, 0.283, 0.304, 0.326, 0.261, 0.267, 0.288, -0.595, 0.533, -0.407, -0.471, -0.660, 0.214, 0.262, 0.337, 0.351, 0.289, 0.223, -0.139],
  "homo_ev": -4.24,
  "charge": -1
}

{
  "formula": "C32H33CrN7O4",
  "method": "ωB97M-V/def2-TZVPD",
  "species": ["Cr", "C", "C", "N", "C", "C", "C", "C", "C", "C", "C", "N", "C", "C", "C", "C", "C", "C", "C", "C", "N", "C", "H", "H", "H", "H", "H", "H", "H", "H", "H", "H", "H", "H", "C", "C", "N", "C", "C", "N", "C", "C", "H", "H", "H", "H", "H", "H", "H", "H", "H", "H", "H", "H", "N", "N", "H", "H", "H", "H", "O", "C", "O", "C", "C", "C", "C", "O", "C", "O", "C", "C", "H", "H", "H", "H", "H"],
  "xyz": [[-0.441, 0.357, 0.532], [-2.928, -3.261, 0.886], [-2.529, -1.943, 0.634], [-1.472, -1.400, 1.198], [-0.726, -2.149, 2.048], [-1.025, -3.496, 2.334], [-2.174, -4.039, 1.726], [-0.158, -4.210, 3.193], [0.941, -3.582, 3.705], [1.224, -2.227, 3.428], [0.385, -1.479, 2.631], [0.486, -0.149, 2.252], [0.822, 0.870, 3.116], [1.426, 0.807, 4.362], [1.718, 1.972, 5.092], [1.441, 3.224, 4.615], [0.810, 3.345, 3.360], [0.467, 4.581, 2.768], [-0.166, 4.607, 1.554], [-0.475, 3.398, 0.919], [-0.159, 2.230, 1.442], [0.489, 2.177, 2.638], [-3.811, -3.650, 0.400], [-3.083, -1.333, -0.073], [-2.449, -5.068, 1.923], [-0.366, -5.247, 3.420], [1.621, -4.132, 4.342], [2.126, -1.793, 3.831], [1.681, -0.142, 4.803], [2.190, 1.863, 6.060], [1.690, 4.111, 5.182], [0.707, 5.500, 3.288], [-0.442, 5.540, 1.084], [-1.000, 3.378, -0.026], [2.503, 1.538, 0.345], [3.939, 1.518, -0.240], [3.991, 0.707, -1.447], [3.654, -0.670, -1.099], [2.291, -0.737, -0.364], [1.620, 0.598, -0.400], [1.569, 1.064, -1.813], [3.002, 1.217, -2.387], [2.071, 2.536, 0.279], [2.511, 1.233, 1.387], [4.645, 1.107, 0.484], [4.267, 2.529, -0.481], [4.448, -1.074, -0.471], [3.630, -1.259, -2.017], [2.415, -1.001, 0.686], [1.630, -1.465, -0.823], [1.022, 2.007, -1.840], [1.017, 0.333, -2.394], [3.232, 2.263, -2.592], [3.093, 0.669, -3.325], [-3.202, 2.014, 0.482], [-2.505, 1.051, 1.275], [-4.185, 2.031, 0.725], [-3.084, 1.748, -0.487], [-3.088, 0.248, 1.480], [-2.279, 1.498, 2.158], [-0.483, -0.978, -1.074], [-1.194, -0.175, -1.748], [-1.423, 0.953, -1.208], [-1.699, -0.531, -3.081], [-2.384, 0.415, -3.833], [-2.856, 0.116, -5.110], [-2.611, -1.153, -5.578], [-2.969, -1.687, -6.768], [-2.430, -3.012, -6.802], [-1.846, -3.268, -5.524], [-1.929, -2.104, -4.823], [-1.461, -1.829, -3.571], [-2.532, 1.402, -3.418], [-3.385, 0.841, -5.711], [-1.664, -3.071, -7.577], [-3.231, -3.726, -6.987], [-0.928, -2.559, -2.977]],
  "mulliken_spin": [0.994, -0.007, 0.017, -0.034, 0.019, -0.008, 0.010, 0.016, -0.009, 0.022, -0.017, -0.002, -0.009, 0.029, -0.011, 0.023, -0.005, 0.006, -0.003, 0.010, -0.026, 0.013, 0.000, 0.000, 0.000, 0.000, 0.000, 0.002, 0.004, -0.001, 0.001, 0.000, 0.000, 0.001, 0.015, -0.001, 0.000, 0.000, 0.017, -0.037, 0.000, -0.001, 0.000, -0.002, 0.001, 0.000, 0.000, 0.000, 0.000, -0.001, -0.002, 0.002, 0.000, 0.000, 0.002, -0.011, 0.000, 0.000, 0.000, 0.000, -0.007, 0.007, -0.019, -0.003, 0.003, -0.002, 0.003, 0.001, 0.000, 0.000, -0.001, 0.003, 0.000, 0.000, 0.000, 0.000, 0.000],
  "homo_ev": [-9.74, -9.95],
  "charge": 1,
  "multiplicity": 2,
  "s2": 0.76,
  "e_above_lowest_kcal_mol": 0.0
}

{
  "formula": "C19H43N2ORhS5Si2",
  "method": "ωB97M-V/def2-TZVPD",
  "species": ["Rh", "C", "C", "S", "C", "C", "S", "C", "C", "S", "H", "H", "H", "H", "H", "H", "H", "H", "H", "H", "H", "H", "C", "S", "C", "O", "H", "H", "H", "H", "H", "H", "C", "N", "C", "C", "N", "C", "S", "H", "H", "H", "H", "H", "H", "C", "Si", "C", "C", "C", "Si", "C", "C", "C", "H", "H", "H", "H", "H", "H", "H", "H", "H", "H", "H", "H", "H", "H", "H", "H", "H", "H", "H"],
  "xyz": [[0.308, 1.475, 0.177], [2.366, 4.309, 0.060], [2.576, 3.560, -1.242], [2.442, 1.741, -1.174], [3.768, 1.313, 0.013], [3.325, 0.363, 1.109], [1.837, 0.828, 2.051], [2.373, 2.416, 2.795], [1.382, 3.547, 2.597], [0.812, 3.836, 0.892], [2.302, 5.374, -0.158], [3.184, 4.161, 0.764], [3.556, 3.791, -1.660], [1.814, 3.845, -1.968], [4.161, 2.246, 0.410], [4.559, 0.836, -0.565], [4.135, 0.231, 1.828], [3.070, -0.610, 0.693], [3.354, 2.656, 2.390], [2.487, 2.237, 3.864], [1.795, 4.484, 2.970], [0.461, 3.339, 3.140], [-2.166, 1.865, 3.215], [-2.001, 1.768, 1.415], [-2.545, 3.429, 0.957], [-3.855, -0.891, -0.543], [-3.167, 2.226, 3.440], [-1.425, 2.537, 3.642], [-2.032, 0.861, 3.612], [-3.604, 3.516, 1.188], [-2.390, 3.542, -0.113], [-1.973, 4.182, 1.494], [-1.664, -1.424, -3.088], [-0.840, -0.403, -3.708], [-0.250, -0.526, -4.950], [0.388, 0.633, -5.213], [0.171, 1.448, -4.125], [-0.576, 0.814, -3.200], [-1.194, 1.493, -1.761], [-1.281, -2.402, -3.371], [-2.699, -1.339, -3.417], [-1.633, -1.313, -2.005], [-0.342, -1.419, -5.542], [0.951, 0.940, -6.076], [0.495, 2.395, -4.030], [1.677, -2.926, 1.474], [0.763, -2.741, -0.175], [1.730, -1.727, -1.448], [0.374, -4.431, -0.889], [-0.807, -1.779, 0.252], [-2.314, -2.573, 1.045], [-2.854, -4.146, 0.165], [-2.011, -2.797, 2.900], [-3.863, -1.426, 0.772], [2.697, -3.276, 1.304], [1.166, -3.671, 2.087], [1.715, -1.999, 2.049], [2.808, -1.781, -1.277], [1.430, -0.678, -1.427], [1.557, -2.099, -2.461], [1.270, -4.860, -1.341], [-0.402, -4.397, -1.656], [0.043, -5.120, -0.110], [-0.670, -0.667, 0.302], [-2.048, -4.876, 0.076], [-3.226, -3.919, -0.835], [-3.665, -4.613, 0.725], [-1.409, -3.692, 3.079], [-2.958, -2.922, 3.426], [-1.478, -1.952, 3.339], [-3.307, -0.102, -0.586], [-3.916, -0.664, 1.555], [-4.736, -2.076, 0.849]],
  "mulliken_charge": [-0.604, -1.012, -0.699, -0.066, -1.121, -0.344, -0.077, -0.942, -0.391, -0.039, 0.563, 0.405, 0.485, 0.374, 0.490, 0.602, 0.595, -0.213, 0.418, 0.590, 0.508, -0.034, -1.026, 0.553, -1.129, -0.552, 0.450, 0.330, 0.202, 0.455, 0.280, 0.375, -0.457, 0.318, -0.271, -0.651, 0.151, -0.314, -0.136, 0.335, 0.367, -0.309, 0.474, 0.447, 0.223, -1.072, 0.249, -0.328, -1.193, 2.206, -0.007, -1.080, -1.132, -0.358, 0.398, 0.393, 0.330, 0.546, -0.415, 0.502, 0.404, 0.377, 0.335, -0.941, 0.347, 0.344, 0.377, 0.382, 0.426, 0.347, 0.346, 0.178, 0.435],
  "homo_ev": [-12.13, -12.15],
  "charge": 2,
  "e_above_lowest_kcal_mol": 21.5
}

{
  "formula": "C5H14O2Si",
  "method": "ωB97M-V/def2-TZVPD",
  "species": ["C", "C", "C", "C", "C", "O", "Si", "O", "H", "H", "H", "H", "H", "H", "H", "H", "H", "H", "H", "H", "H", "H"],
  "xyz": [[-1.457, 0.797, 2.108], [-0.648, -0.164, 1.244], [-0.272, 0.392, -0.109], [0.755, 1.509, -0.104], [-1.388, 0.603, -1.064], [0.523, -0.905, -0.848], [1.960, -1.539, -1.183], [1.708, -3.109, -0.900], [-0.910, 1.621, 2.413], [-1.781, 0.283, 2.959], [-2.219, 1.055, 1.408], [-1.294, -0.945, 1.050], [0.223, -0.601, 1.681], [0.254, 2.523, 0.027], [1.408, 1.358, 0.645], [1.329, 1.535, -1.098], [-1.883, -0.288, -1.217], [-2.033, 1.323, -0.491], [-1.098, 1.070, -2.077], [2.394, -1.365, -2.562], [3.131, -1.503, -0.367], [1.300, -3.651, -1.516]],
  "nbo_charge": [-0.593, -0.440, 0.411, -0.650, -0.643, -1.027, 1.710, -1.095, 0.201, 0.218, 0.200, 0.210, 0.220, 0.220, 0.210, 0.229, 0.227, 0.208, 0.228, -0.271, -0.258, 0.487],
  "smiles": "CCC(C)(C)O[SiH2]O",
  "homo_ev": -10.02,
  "e_above_lowest_kcal_mol": 19.1
}

{
  "formula": "C4H4F2O",
  "method": "ωB97M-V/def2-TZVPD",
  "species": ["C", "C", "C", "C", "O", "F", "F", "H", "H", "H", "H"],
  "xyz": [[-1.743, -0.158, 0.646], [-0.912, -0.053, -0.386], [1.904, -0.551, 0.003], [0.421, 0.575, -0.423], [1.602, -1.672, 0.310], [0.662, 1.293, -1.521], [0.448, 1.526, 0.596], [-2.696, -0.601, 0.647], [-1.304, -0.048, 1.684], [-1.128, -0.422, -1.455], [2.746, 0.110, -0.100]],
  "mulliken_spin": [0.057, -0.021, 0.708, 0.359, 0.722, 0.052, 0.045, 0.003, 0.003, 0.001, 0.070],
  "homo_ev": [-6.50, -11.03],
  "multiplicity": 3,
  "s2": 2.01,
  "e_above_lowest_kcal_mol": 1.5
}